Computed, not measured: C2H3FOS in the gas phase at a distorted geometry, with ωB97M-V/def2-TZVPD.

Each line ends with the Mulliken charge.
CARTESIAN COORDINATES (ANGSTROEM)
O 0.131546 -1.196563 -1.121212  -0.418
C 0.509736 -0.605131 -0.026274  0.327
S 1.706000 -1.202245 0.962098  -0.274
C -0.230202 0.618271 0.374214  -0.166
F -1.182364 1.009003 -0.598607  -0.329
H -0.567047 -0.652013 -1.504313  0.355
H 0.405950 1.495005 0.594704  0.255
H -0.773620 0.533673 1.319390  0.249

Cartesian forces (eV/Å) of the 6 atoms listed first:
O -0.2 -0.1 -0.6
C 1.8 -0.8 2.0
S -1.1 0.6 -0.9
C -0.7 1.8 0.6
F 0.5 -0.4 0.1
H -0.4 0.1 -0.4

Calculated values
spin multiplicity	1
HOMO	-9.10	eV
maximum force	2.8	eV/Å
energy relative to the best compared isomer or geometry (same formula, charge and spin)	0.665	eV
total charge	0
DFT total energy	-651.27831	Ha

***

Computed, not measured: 2 unconnected molecules or ions with the total composition C4H8NO3 at a distorted geometry, with ωB97M-V/def2-TZVPD.

Each line ends with the Mulliken charge.
CARTESIAN COORDINATES (ANGSTROEM)
C 0.861138 0.322607 1.262449  -0.428
C 2.021822 -0.199976 0.509029  0.360
O 3.160729 0.221098 0.916464  -0.607
N 1.714058 -0.863896 -0.631741  -0.450
H 0.482812 -0.241676 2.089567  0.269
H 0.088928 0.798465 0.725521  -0.094
H 1.049481 -1.624277 -0.614166  0.310
H 1.841941 -0.207245 -1.533536  0.264
H 1.307566 1.306550 1.589121  0.319
C -2.040998 0.571228 -0.215805  -0.992
C -1.565907 -0.594799 -1.158113  0.708
O -1.071934 -1.675563 -0.723536  -0.778
O -1.418967 -0.193110 -2.335634  -0.725
H -1.506127 1.439110 -0.447083  0.255
H -1.789056 0.317264 0.822928  0.274
H -3.135486 0.624218 -0.255465  0.316

Cartesian forces (eV/Å) of the 6 atoms listed first:
C 1.0 2.8 1.7
C 2.5 2.0 1.7
O -2.8 -1.8 -2.3
N 2.5 1.4 -3.4
H -0.1 -0.3 0.4
H -1.0 -0.9 -1.3

Calculated values
spin multiplicity	1
HOMO	-4.26	eV
maximum force	4.5	eV/Å
energy relative to the best compared isomer or geometry (same formula, charge and spin)	2.556	eV
total charge	-1
DFT total energy	-437.71154	Ha

***

Computed, not measured: 9 unconnected molecules or ions with the total composition C66H148F24N2P7 at a distorted geometry, with ωB97M-V/def2-TZVPD.

Each line ends with the Mulliken charge.
CARTESIAN COORDINATES (ANGSTROEM)
C -3.011597 9.473189 -7.687881  -1.428
C -2.623547 9.041039 -6.242581  -0.415
C -3.639797 9.373049 -5.211211  -0.060
C -3.311517 8.580599 -3.948431  -1.109
P -4.555857 8.854979 -2.577701  0.742
C -4.779807 10.706379 -2.304231  -0.918
C -5.857227 11.380259 -3.172031  -0.686
C -5.739537 12.910979 -3.522101  -0.712
C -4.507047 13.123479 -4.472141  -1.033
C -3.932887 8.214979 -1.058021  -0.820
C -3.635707 6.759669 -0.963441  -1.180
C -2.249567 6.183109 -1.136631  -0.486
C -2.267507 4.611659 -1.239881  -1.348
C -6.161547 8.187639 -3.083721  -1.054
C -7.187237 8.025869 -1.856121  -0.688
C -8.631487 7.481509 -2.313131  -0.791
C -9.630247 8.533819 -2.875081  -1.086
H -2.217497 9.130239 -8.351121  0.416
H -3.067947 10.548659 -7.856111  0.341
H -3.908167 8.976359 -8.058581  0.365
H -1.723167 9.615459 -6.024731  0.338
H -2.423607 7.969809 -6.218221  0.414
H -4.632617 9.048889 -5.523201  0.406
H -3.706937 10.453839 -5.086811  -0.296
H -2.363887 9.050409 -3.685021  0.435
H -3.282717 7.493949 -4.028931  0.661
H -3.769717 11.093119 -2.439321  0.478
H -5.005157 10.767999 -1.239561  0.622
H -6.769037 11.068749 -2.662471  0.421
H -5.977587 10.947329 -4.165101  0.266
H -5.590957 13.421169 -2.570401  0.347
H -6.584267 13.403619 -4.003591  0.350
H -3.614997 12.835959 -3.915661  0.273
H -4.323897 14.153899 -4.776761  0.399
H -4.506867 12.404729 -5.291591  0.259
H -4.519757 8.476869 -0.177621  0.518
H -2.984697 8.708899 -0.845681  0.468
H -4.466147 6.143319 -1.307781  0.430
H -3.838297 6.439189 0.058499  0.627
H -1.481247 6.549419 -0.455751  0.465
H -1.887147 6.489599 -2.117861  0.202
H -2.737597 4.311769 -2.176461  0.398
H -2.637437 4.263899 -0.275361  0.332
H -1.232777 4.283499 -1.338571  0.393
H -5.848687 7.167129 -3.304601  0.763
H -6.671957 8.601089 -3.953571  0.521
H -7.245047 8.974429 -1.322281  0.404
H -6.805347 7.333359 -1.105991  0.317
H -9.013877 6.912759 -1.465551  0.430
H -8.500917 6.710769 -3.072751  0.369
H -9.915947 9.270069 -2.123811  0.290
H -10.453917 7.954439 -3.292201  0.374
H -9.176937 9.050759 -3.720881  0.278
C 9.813243 -6.285121 -1.328471  -1.179
C 11.256263 -6.612521 -1.729631  -0.689
C 12.257643 -5.528071 -1.269531  -0.551
C 12.375763 -5.432051 0.305469  -1.012
P 13.988413 -4.742731 0.869429  0.985
C 14.145003 -2.985511 0.347849  -1.457
C 14.462563 -2.617641 -1.136211  -0.449
C 15.184243 -1.276491 -1.312531  -0.641
C 14.301313 -0.064641 -0.782141  -1.252
C 13.971753 -4.758661 2.683449  -1.369
C 12.636733 -4.193621 3.324229  -0.144
C 12.912403 -2.839561 3.814119  -0.150
C 11.840763 -2.145861 4.587679  -1.494
C 15.409053 -5.727781 0.192319  -0.667
C 16.805973 -5.302391 0.726399  -0.780
C 18.018263 -5.899071 -0.087681  -0.594
C 17.808583 -5.714631 -1.578841  -1.032
H 9.576083 -5.240231 -1.528621  0.315
H 9.689693 -6.341171 -0.246951  0.296
H 9.099643 -6.903111 -1.873411  0.383
H 11.352743 -6.681061 -2.813191  0.374
H 11.466043 -7.620991 -1.373151  0.349
H 11.958653 -4.497291 -1.459771  0.284
H 13.219033 -5.721191 -1.745511  0.258
H 12.344123 -6.452371 0.687599  0.417
H 11.493323 -4.882161 0.632619  0.695
H 15.024033 -2.718391 0.934399  0.672
H 13.271473 -2.453811 0.725149  0.640
H 13.541733 -2.612231 -1.719431  0.388
H 15.146063 -3.355661 -1.556041  0.248
H 15.350303 -1.082161 -2.372141  0.405
H 16.076893 -1.246751 -0.687711  0.320
H 14.147923 -0.033431 0.296559  0.312
H 13.348683 0.050139 -1.299271  0.326
H 14.866343 0.815079 -1.090251  0.410
H 14.882513 -4.431371 3.184939  0.746
H 14.014453 -5.827921 2.890729  0.433
H 12.226613 -4.885861 4.059559  0.472
H 11.911613 -4.187351 2.510429  0.034
H 13.206383 -2.189671 2.989909  0.055
H 13.820793 -2.923411 4.410699  0.291
H 12.176263 -1.196691 5.005549  0.394
H 11.435293 -2.767061 5.386309  0.346
H 10.988923 -1.841381 3.979599  0.347
H 15.338883 -5.752521 -0.895141  0.257
H 15.139623 -6.730671 0.523549  0.616
H 16.878773 -5.502071 1.795479  0.389
H 16.775133 -4.216281 0.639659  0.352
H 18.031113 -6.948641 0.206149  0.332
H 18.983573 -5.477151 0.192049  0.412
H 17.044803 -6.384501 -1.973821  0.313
H 18.794673 -5.789521 -2.037221  0.370
H 17.488043 -4.701821 -1.822921  0.225
C -8.531217 -0.141061 4.179859  -1.314
C -8.647837 0.837809 5.351669  -0.459
C -10.090937 1.109719 5.945299  -0.661
C -10.016677 1.933899 7.371309  -1.094
P -11.670547 2.518559 7.975629  0.465
C -12.880997 1.191699 7.984069  -1.064
C -12.473657 -0.028351 8.928189  -0.832
C -13.747807 -0.646331 9.636219  -0.660
C -14.638437 -1.521601 8.711649  -1.242
C -11.615847 3.144939 9.644099  -0.759
C -10.573597 4.243889 9.850949  -0.818
C -10.526837 4.664299 11.346369  -0.553
C -9.017747 4.963729 11.657649  -1.256
C -12.306557 3.709809 6.814069  -0.806
C -13.740567 4.234239 7.198969  -0.460
C -14.335987 5.271769 6.298269  -0.712
C -13.667817 6.635949 6.478139  -1.175
H -7.532567 -0.436771 3.858369  0.353
H -8.977447 0.497699 3.417649  0.328
H -9.237097 -0.965421 4.281129  0.337
H -8.217107 1.798679 5.070059  0.339
H -8.046387 0.291069 6.077919  0.346
H -10.552757 0.139209 6.126759  0.268
H -10.739507 1.603109 5.221409  0.399
H -9.285727 2.740989 7.420489  0.681
H -9.561437 1.265799 8.102409  0.588
H -12.934517 0.868949 6.944329  0.598
H -13.752487 1.725309 8.363369  0.643
H -11.733637 0.138139 9.710969  0.457
H -12.054537 -0.757961 8.235289  0.422
H -14.430167 0.041599 10.135469  0.302
H -13.464917 -1.345401 10.423219  0.364
H -15.318537 -2.252531 9.149039  0.382
H -14.060217 -2.113771 8.002359  0.331
H -15.320107 -0.978971 8.056689  0.302
H -11.339007 2.304749 10.280919  0.595
H -12.601657 3.517639 9.922259  0.519
H -10.677137 5.060179 9.136069  0.456
H -9.577357 3.910649 9.560159  0.296
H -10.915457 3.844859 11.951019  0.393
H -11.188437 5.477919 11.643719  0.396
H -8.767557 5.730829 10.924809  0.324
H -8.342897 4.132909 11.451659  0.339
H -8.906697 5.411429 12.645239  0.390
H -12.333617 3.196919 5.852659  0.543
H -11.596357 4.536649 6.806619  0.540
H -13.739467 4.684349 8.191689  0.236
H -14.410237 3.377559 7.274709  0.263
H -15.409247 5.186499 6.468369  0.360
H -14.240897 5.113729 5.223989  0.331
H -13.844797 7.022409 7.481849  0.323
H -14.041657 7.485269 5.906299  0.388
H -12.583277 6.530149 6.504499  0.272
C 7.324873 -4.286721 -9.419251  -1.305
C 7.076113 -3.436861 -8.149381  -0.652
C 6.713853 -2.045491 -8.534601  -0.196
C 6.521833 -1.098401 -7.266141  -0.973
N 6.205953 0.320039 -7.781961  0.151
C 5.035823 0.325579 -8.782941  -0.703
C 4.359623 1.743109 -8.711621  -0.686
C 4.856833 2.299909 -7.315901  -0.592
C 5.662963 1.248789 -6.638151  -0.600
C 7.481013 0.950159 -8.368141  -0.913
H 8.012693 -3.861851 -10.150341  0.366
H 6.526323 -4.617571 -10.083291  0.387
H 7.666473 -5.214541 -8.960381  0.344
H 7.935813 -3.405361 -7.480031  0.352
H 6.257303 -3.836231 -7.550931  0.386
H 5.754983 -2.108321 -9.049121  0.379
H 7.572573 -1.710531 -9.116411  0.218
H 7.316983 -1.276671 -6.542231  0.478
H 5.603723 -1.324121 -6.723711  0.380
H 5.448623 -0.048441 -9.719861  0.488
H 4.328723 -0.396111 -8.373941  0.444
H 4.721053 2.422859 -9.483251  0.294
H 3.270163 1.731389 -8.743911  0.389
H 5.478063 3.154739 -7.583181  0.295
H 3.948613 2.542199 -6.764061  0.348
H 6.540393 1.584709 -6.085561  0.419
H 5.076143 0.686969 -5.911441  0.423
H 7.206493 1.989989 -8.545591  0.427
H 7.711523 0.452789 -9.310261  0.351
H 8.302713 0.776409 -7.673351  0.301
C 1.457723 -10.780191 2.456389  -1.146
C 1.512913 -10.932471 3.995759  -0.651
C 1.950243 -9.682321 4.884379  -0.466
C 0.890653 -8.511971 4.908879  -0.922
N 1.317803 -7.063101 5.408449  0.240
C 2.587883 -6.488801 4.694659  -0.425
C 3.647813 -6.506161 5.777809  -0.564
C 2.888573 -6.389021 7.073379  -0.526
C 1.605803 -7.092961 6.884709  -0.580
C 0.061853 -6.170831 5.204959  -1.169
H 0.522733 -10.416131 2.030529  0.355
H 1.599863 -11.787321 2.064479  0.354
H 2.268393 -10.145081 2.099249  0.298
H 2.215993 -11.656761 4.407069  0.387
H 0.576863 -11.344331 4.372949  0.373
H 2.917433 -9.331331 4.524609  0.279
H 2.154873 -10.074771 5.880479  0.393
H -0.042217 -8.826281 5.376919  0.386
H 0.597223 -8.249411 3.892479  0.507
H 2.313313 -5.547301 4.218949  0.388
H 2.929893 -7.180171 3.924499  0.232
H 4.296453 -5.680691 5.484609  0.367
H 4.330923 -7.354311 5.823709  0.295
H 2.795103 -5.322931 7.280299  0.334
H 3.464813 -6.713801 7.939739  0.374
H 0.839633 -6.679361 7.540469  0.287
H 1.616473 -8.108621 7.280219  0.294
H -0.079857 -6.114571 4.125679  0.455
H 0.470573 -5.206741 5.507579  0.488
H -0.792937 -6.548111 5.766289  0.364
P -5.880587 0.659909 -6.141711  1.140
F -4.582497 1.768339 -5.870351  -0.421
F -6.519357 1.113709 -4.713381  -0.365
F -6.847097 1.665839 -6.954941  -0.334
F -6.825037 -0.611481 -6.404031  -0.330
F -5.032387 0.169799 -7.469241  -0.352
F -5.182757 -0.419651 -5.183421  -0.340
P -0.184237 -5.622931 -3.112971  1.144
F 1.303393 -5.286481 -3.680591  -0.357
F -0.543977 -4.454671 -4.166261  -0.342
F -0.319477 -6.740301 -4.251801  -0.324
F -1.814527 -5.690131 -2.722801  -0.351
F 0.223643 -6.798891 -2.014741  -0.372
F 0.044003 -4.578941 -1.800521  -0.399
P 0.485713 -5.016351 -12.141711  1.140
F 0.174223 -5.271591 -13.709301  -0.349
F 1.655743 -6.084211 -12.089171  -0.341
F 1.546443 -3.846821 -12.578871  -0.380
F 0.777013 -4.722601 -10.560141  -0.370
F -0.658467 -3.882091 -12.113611  -0.341
F -0.456337 -6.218791 -11.538021  -0.359
P -9.285177 -7.612431 -4.011901  1.114
F -8.394307 -6.272961 -3.848011  -0.348
F -7.792977 -8.277891 -3.976781  -0.365
F -9.651127 -7.842041 -2.510531  -0.327
F -9.969357 -9.054201 -4.427001  -0.376
F -10.589407 -6.804361 -4.257291  -0.328
F -8.987587 -7.442301 -5.580531  -0.369

Cartesian forces (eV/Å) of the 6 atoms listed first:
C 0.5 -0.8 0.1
C 0.2 0.7 -1.8
C -1.6 -0.9 0.0
C -0.8 1.5 1.4
P -0.4 2.6 -1.8
C 0.8 -0.9 -0.5

Calculated values
spin multiplicity	1
HOMO	-7.49	eV
maximum force	5.4	eV/Å
total charge	+1
DFT total energy	-7499.32862	Ha

***

Computed, not measured: C5H8O2S in the gas phase at a distorted geometry, with ωB97M-V/def2-TZVPD.

Each line ends with the Mulliken charge.
CARTESIAN COORDINATES (ANGSTROEM)
C -1.279664 -0.690088 1.218987  -0.756
C -1.629797 -0.250040 -0.209799  0.538
O -2.453128 -0.797051 -0.881721  -0.553
C -0.727387 1.019862 -0.611493  -0.605
C 0.749782 0.981877 -0.163983  -0.711
C 1.449224 -0.336018 -0.637789  0.613
O 0.836333 -1.225615 -1.254861  -0.482
S 3.208298 -0.306920 -0.003692  -0.256
H -0.560212 -0.092644 1.982607  0.202
H -0.598722 -1.717398 0.853204  0.207
H -2.192814 -1.200446 1.758681  0.325
H -0.986675 1.276332 -1.803224  0.254
H -1.380599 1.850056 -0.096116  0.336
H 1.276572 1.862612 -0.806914  0.353
H 0.646415 1.265380 0.933203  0.357
H 3.642377 -1.639897 -0.277097  0.178

Cartesian forces (eV/Å) of the 6 atoms listed first:
C 1.3 -3.9 1.0
C 1.9 1.7 1.0
O 0.1 0.4 0.0
C -3.7 0.5 -2.7
C -0.5 2.1 -1.8
C -1.4 -1.7 0.0

Calculated values
spin multiplicity	1
HOMO	-9.52	eV
maximum force	4.6	eV/Å
energy relative to the best compared isomer or geometry (same formula, charge and spin)	2.478	eV
total charge	0
DFT total energy	-743.89634	Ha